Entry 1:
25
Properties=species:S:1:pos:R:3:lowdin_charge:R:1 method="wB97M-V/def2-TZVPD" e_above_lowest_kcal_mol=8.4 lumo_energy_ha=0.0218 homo_ev=-8.7 gap_ev=9.3 smiles="Cc1ccc(O)cc1.CC(N)=O"
C -2.0977 -2.5102 0.2401 -0.014
C -1.0311 -3.4443 -0.2553 -0.603
O -0.5863 -4.3668 0.3922 0.046
N -0.5571 -3.1703 -1.5104 0.140
H -0.0431 -3.9044 -1.9681 0.102
H -0.9437 -2.4481 -2.0899 0.092
H -2.4249 -2.8574 1.2176 0.081
H -2.9639 -2.4224 -0.4102 0.079
H -1.6775 -1.5228 0.4546 0.080
C -1.0943 3.2631 0.6148 -0.057
C 2.1073 0.4722 0.0169 -0.332
C 1.6525 1.2689 -1.0340 -0.026
C 1.5412 0.5681 1.2685 -0.013
C 0.6907 2.2248 -0.8028 -0.050
C 0.5258 1.5085 1.4682 -0.048
C 0.0244 2.2622 0.4289 -0.292
O 3.1920 -0.3707 -0.1540 0.021
H 3.0151 -0.9504 -0.9127 0.109
H 2.1938 1.2068 -1.9693 0.114
H 2.0363 0.0419 2.0677 0.117
H 0.4352 2.9807 -1.5348 0.114
H 0.0867 1.5675 2.4600 0.112
H -0.6942 4.2660 0.7912 0.082
H -1.6907 3.0479 1.5058 0.076
H -1.6966 3.2891 -0.2851 0.071


Entry 2:
102
Properties=species:S:1:pos:R:3:lowdin_charge:R:1 method="wB97M-V/def2-TZVPD" e_above_lowest_kcal_mol=0.0 lumo_energy_ha=0.0224 homo_ev=-8.7 gap_ev=9.3 smiles=COCCNCCOC.COCCNCCOC.COCCNCCOC.CCO.CCO.O.O.O.O
C -2.8590 -24.2984 6.6581 -0.090
O -2.5504 -24.4962 5.2942 -0.179
C -1.1759 -24.7020 5.0895 -0.256
C -0.8907 -24.6977 3.6056 -0.210
N -1.1024 -23.3579 3.0763 -0.050
C -1.4300 -23.3410 1.6548 -0.212
C -2.0981 -22.0463 1.2603 -0.240
O -3.4267 -21.9640 1.7091 -0.195
C -4.2110 -21.0861 0.9371 -0.104
H -2.2957 -23.4300 7.0194 0.076
H -2.6494 -25.1864 7.2651 0.092
H -3.9204 -24.0817 6.7358 0.079
H -0.8823 -25.6590 5.5553 0.124
H -0.5405 -23.9747 5.6219 0.117
H -1.5642 -25.4369 3.1479 0.120
H 0.1396 -25.0137 3.4256 0.120
H -1.8579 -22.8906 3.5669 0.095
H -2.0452 -24.2014 1.3569 0.122
H -0.5168 -23.4011 1.0516 0.119
H -2.0959 -21.9711 0.1640 0.121
H -1.4689 -21.2096 1.5959 0.124
H -5.1676 -20.8943 1.4274 0.061
H -4.4744 -21.5158 -0.0336 0.097
H -3.7466 -20.0989 0.8499 0.101
C -0.9569 -20.7091 8.1292 -0.088
O -1.9497 -20.2936 7.1940 -0.218
C -1.4537 -20.3256 5.8685 -0.216
C -2.5280 -19.9163 4.8679 -0.184
N -3.0797 -18.5971 5.1342 -0.058
C -2.4200 -17.4844 4.4549 -0.187
C -3.0607 -16.2004 4.9354 -0.216
O -2.7860 -16.0785 6.3235 -0.202
C -3.2385 -14.8629 6.8401 -0.129
H -1.5033 -20.7377 9.0706 0.090
H -0.1183 -20.0109 8.1596 0.090
H -0.6143 -21.7156 7.8699 0.077
H -1.0370 -21.3205 5.6617 0.111
H -0.6173 -19.6130 5.7660 0.124
H -3.3252 -20.6677 4.9371 0.103
H -2.1108 -20.0349 3.8669 0.119
H -3.0678 -18.3986 6.1284 0.082
H -2.5633 -17.5642 3.3766 0.125
H -1.3514 -17.4142 4.6997 0.123
H -4.1404 -16.2010 4.7458 0.126
H -2.6125 -15.3317 4.4367 0.127
H -2.6796 -13.9890 6.4865 0.089
H -3.1957 -14.8516 7.9304 0.082
H -4.3033 -14.7170 6.6024 0.091
C -5.5965 -16.6976 9.9471 -0.102
O -5.5088 -18.0560 9.5401 -0.173
C -5.1121 -18.1659 8.1880 -0.229
C -4.9462 -19.6189 7.8337 -0.208
N -6.2047 -20.3451 7.8790 -0.067
C -6.0344 -21.7342 7.4434 -0.188
C -7.1689 -22.6090 7.9240 -0.224
O -6.9421 -22.9058 9.2893 -0.195
C -8.0535 -23.5147 9.9241 -0.105
H -4.5937 -16.3073 10.1386 0.086
H -6.2811 -16.6970 10.7931 0.087
H -6.0570 -16.0531 9.1874 0.084
H -4.1552 -17.6358 8.0540 0.115
H -5.7622 -17.6751 7.4490 0.125
H -4.1083 -20.0953 8.3534 0.117
H -4.6071 -19.6358 6.7900 0.101
H -6.5791 -20.3813 8.8225 0.124
H -5.0802 -22.1279 7.8112 0.117
H -5.9880 -21.7879 6.3514 0.107
H -7.1647 -23.5386 7.3406 0.128
H -8.1305 -22.0968 7.7865 0.127
H -7.7139 -24.0856 10.7876 0.084
H -8.5901 -24.1540 9.2209 0.086
H -8.6970 -22.7282 10.3391 0.087
O -7.3774 -19.0807 5.6263 -0.070
H -6.8383 -19.4224 6.3788 0.008
H -8.2843 -19.2946 5.8637 0.050
O -5.6623 -18.9788 3.3998 -0.078
H -4.9884 -18.7245 4.0551 0.027
H -6.5095 -18.9373 3.8772 0.009
O -5.5682 -16.6857 1.3340 -0.084
H -5.3851 -17.5024 1.8185 -0.014
H -6.5363 -16.6393 1.3235 -0.012
O -5.3990 -21.7482 3.9267 -0.068
H -4.9458 -21.6056 3.0838 -0.013
H -5.9265 -20.9422 4.0212 0.002
C -9.3374 -17.3224 3.2813 -0.080
C -8.9710 -15.9291 2.8259 -0.276
O -8.4133 -15.9863 1.4997 -0.109
H -10.2012 -17.7434 2.7699 0.083
H -9.5438 -17.2627 4.3512 0.077
H -8.4748 -17.9756 3.1433 0.048
H -8.2201 -15.5111 3.4998 0.116
H -9.8836 -15.3323 2.7370 0.114
H -8.4390 -15.1193 1.0885 0.094
C -8.7647 -18.8740 -0.4439 -0.082
C -7.9245 -19.5482 0.6398 -0.313
O -7.7176 -20.9094 0.2799 -0.075
H -8.2856 -18.9451 -1.4238 0.074
H -8.9585 -17.8316 -0.1811 0.056
H -9.7373 -19.3599 -0.5464 0.076
H -8.5029 -19.4919 1.5604 0.094
H -7.0043 -18.9809 0.8140 0.091
H -7.4061 -20.9120 -0.6298 0.077


Entry 3:
81
Properties=species:S:1:pos:R:3:lowdin_charge:R:1 method="wB97M-V/def2-TZVPD" e_above_lowest_kcal_mol=7.7 lumo_energy_ha=0.1451 charge=-2 homo_ev=-2.0 gap_ev=5.9
Ti -0.0559 1.4625 -1.4823 0.732
C -5.9967 3.7124 -0.2550 -0.506
Te -4.2076 3.4708 -1.4216 1.114
C -4.3598 1.3527 -1.2930 -0.463
H -5.8585 3.2991 0.7420 -0.028
H -6.8273 3.2107 -0.7493 -0.016
H -6.2218 4.7763 -0.1805 -0.027
H -5.1614 1.0089 -1.9426 0.002
H -4.5579 1.0841 -0.2561 -0.022
H -3.4204 0.9359 -1.6466 -0.034
F 1.6847 -0.0068 -2.3724 -0.301
C 2.5826 0.4158 -3.6007 -0.263
F 3.7061 0.8080 -2.8797 -0.103
F 1.9978 1.6328 -3.8710 -0.088
S -1.2985 1.8121 -3.8255 0.646
O -0.9126 0.4811 -3.0940 -0.613
O -2.7510 1.8280 -4.0232 -0.520
O -0.9948 2.7686 -2.5352 -0.614
F 0.1818 -7.0993 -2.8332 0.119
C 0.8013 -6.0607 -3.4419 -0.578
F 2.0877 -6.4483 -3.6035 0.124
F 0.2726 -5.9660 -4.6727 0.129
C 0.6876 -4.7952 -2.6497 -0.134
C 0.2387 -3.6235 -3.2327 0.016
C 0.1593 -2.4594 -2.4745 -0.041
C 0.5278 -2.4800 -1.1338 -0.319
C 0.9830 -3.6672 -0.5587 -0.068
C 1.0681 -4.8223 -1.3102 -0.020
P 0.2833 -0.9329 -0.1784 1.119
C -0.9077 -1.5327 1.0840 -0.322
C -0.5520 -2.2528 2.2240 -0.075
C -1.5245 -2.7304 3.0836 -0.011
C -2.8657 -2.4842 2.8142 -0.124
C -3.2375 -1.7645 1.6908 -0.001
C -2.2556 -1.3023 0.8251 -0.071
C -3.8946 -2.9828 3.7831 -0.579
F -3.9161 -2.2657 4.9241 0.135
F -3.6470 -4.2633 4.1583 0.112
F -5.1387 -2.9635 3.2844 0.135
C 1.8360 -0.7818 0.7694 -0.343
C 1.8298 -0.1065 1.9898 -0.079
C 3.0137 0.1605 2.6529 -0.016
C 4.2211 -0.2221 2.0820 -0.135
C 4.2424 -0.8652 0.8531 0.002
C 3.0527 -1.1438 0.1992 -0.059
C 5.5093 0.0256 2.8007 -0.577
F 5.9507 -1.0827 3.4508 0.115
F 5.4114 0.9890 3.7355 0.124
F 6.5068 0.3846 1.9706 0.129
H -0.0447 -3.6053 -4.2757 0.122
H -0.1645 -1.5301 -2.9303 0.078
H 1.2807 -3.6841 0.4830 0.104
H 1.4208 -5.7440 -0.8645 0.117
H 0.4916 -2.4279 2.4530 0.101
H -1.2438 -3.2920 3.9658 0.119
H -4.2775 -1.5374 1.5026 0.116
H -2.5421 -0.7301 -0.0492 0.096
H 0.8930 0.2364 2.4134 0.115
H 3.0002 0.6883 3.5967 0.118
H 5.1856 -1.1288 0.3928 0.123
H 3.0756 -1.6051 -0.7795 0.113
C 2.1638 4.4422 -1.4730 -0.066
C 1.7859 3.6138 -0.2340 -0.669
C 0.5927 4.2801 0.4568 -0.079
C 2.9752 3.6050 0.7350 -0.078
C 1.4815 2.1953 -0.6968 -0.186
H 2.4501 5.4618 -1.1840 0.072
H 1.3193 4.4904 -2.1622 0.077
H 2.9963 3.9763 -2.0043 0.081
H 0.8415 5.3093 0.7400 0.074
H 0.3081 3.7338 1.3585 0.070
H -0.2793 4.3091 -0.2009 0.072
H 3.2229 4.6208 1.0643 0.072
H 3.8559 3.1717 0.2538 0.079
H 2.7457 3.0065 1.6213 0.067
H 2.4045 1.6176 -0.7988 0.038
N -1.2141 1.6591 0.2932 0.080
C -1.8807 1.7591 1.2429 -0.359
N -2.5035 1.9095 2.3639 0.080
C -3.7559 1.5036 2.4694 -0.433
N -4.8576 1.1821 2.6472 0.086